Density functional theory data (the ωB97M-V functional and the def2-TZVPD basis) for C4H6F2 as an isolated structure at a distorted geometry.

Last column: Löwdin charge in e.
Geometry (Å):
C1 0.23043 1.32919 -0.66521  -0.087
C2 0.08627 0.27432 0.47478  -0.325
C3 0.62728 -0.93987 0.56185  -0.433
C4 -0.78875 -0.97239 0.12215  -0.225
H1 1.49444 1.37982 -0.66506  0.122
H2 -0.58544 2.32290 -0.13971  0.152
H3 -0.46717 0.99807 -1.92730  0.187
H4 -0.35752 0.67479 1.37874  0.130
H5 0.84688 -1.00636 1.67757  0.181
H6 -1.62587 -1.37665 0.53979  0.120
F1 1.48734 -1.47098 -0.20229  0.142
F2 -0.94789 -1.21285 -1.15531  0.038

M (g mol⁻¹): 92.09
F_max (eV/A): 9.43
Highest occupied orbital energy (eV): -9.270
Energy (a.u.): -355.5167
Energy above the lowest of the compared OMol25 structures with the same formula, charge and spin (eV): 5.659

Density functional theory data (the ωB97M-V functional and the def2-TZVPD basis) for a 2-piece molecular cluster, C7H14O2 overall at a distorted geometry.

Last column: Löwdin charge in e.
Geometry (Å):
C1 0.96029 -0.20156 2.08864  0.054
C2 0.52620 0.51318 1.06111  -0.330
C3 -0.81780 1.17928 1.05511  -0.054
C4 1.35808 0.63670 -0.20048  -0.407
C5 1.42639 2.06049 -0.74147  -0.040
O1 0.82319 -0.19375 -1.23275  -0.094
H1 0.34768 -0.37454 2.95961  0.061
H2 1.93661 -0.66002 2.09323  0.065
H3 -1.31317 1.02907 0.09697  0.070
H4 -0.70801 2.25459 1.19930  0.083
H5 -1.45247 0.78042 1.84336  0.079
H6 2.37794 0.29059 0.02416  0.139
H7 0.44147 2.39604 -1.05551  0.077
H8 2.09571 2.08806 -1.59801  0.080
H9 1.80649 2.73290 0.02430  0.086
H10 0.80509 -1.13239 -0.89309  0.065
C6 -1.79130 -1.50408 -1.37395  -0.059
C7 -1.20035 -2.48129 -0.44108  -0.283
O2 -0.01278 -2.55208 -0.18194  0.023
H11 -0.91426 -0.79203 -1.67485  0.101
H12 -2.62317 -0.98327 -0.90870  0.079
H13 -2.14593 -2.00107 -2.27731  0.085
H14 -1.92591 -3.08524 0.13335  0.121

M (g mol⁻¹): 130.19
F_max (eV/A): 2.62
Highest occupied orbital energy (eV): -9.431
Energy (a.u.): -425.5527
Energy above the lowest of the compared OMol25 structures with the same formula, charge and spin (eV): 1.430
SMILES string: C=C(C)[C@H](C)O.CC=O

Density functional theory data (the ωB97M-V functional and the def2-TZVPD basis) for C8H12Cl2OSn as an isolated structure at a distorted geometry.

Last column: Löwdin charge in e.
Geometry (Å):
Sn1 -1.40167 0.64835 -2.43059  0.633
Cl1 -2.17915 1.15570 -0.20886  0.018
Cl2 -0.12328 -1.35778 -2.11335  -0.002
C1 -3.13009 -0.20143 -3.27181  -0.240
H1 -3.07275 -1.21070 -3.70351  -0.028
H2 -4.11149 0.20075 -2.98405  -0.030
C2 1.74344 1.41418 -0.59940  -0.163
C3 1.04843 1.95813 -1.55334  -0.271
H3 2.07441 0.37335 -0.69170  0.095
C4 0.43134 3.33155 -1.44847  -0.242
H4 1.00507 1.48870 -2.55281  0.046
C5 1.14049 4.18980 -0.38804  -0.198
H5 0.44496 3.83976 -2.42215  0.112
H6 -0.63327 3.24351 -1.17034  0.048
C6 1.37086 3.41200 0.90602  -0.195
H7 2.10988 4.49803 -0.79412  0.116
H8 0.56794 5.10126 -0.19085  0.109
C7 2.17186 2.11996 0.64748  -0.187
H9 1.90141 4.03969 1.63268  0.109
H10 0.40475 3.14201 1.35144  0.112
H11 3.23943 2.38956 0.56413  0.121
H12 2.10443 1.44954 1.51490  0.101
O1 -0.65455 -1.46338 1.29653  0.017
C8 0.04515 -0.64975 0.91240  -0.081

M (g mol⁻¹): 313.80
F_max (eV/A): 2.54
Highest occupied orbital energy (spin up / spin down) (eV): -8.676 / -9.440
Energy (a.u.): -1521.8808
Energy above the lowest of the compared OMol25 structures with the same formula, charge and spin (eV): 0.000

Density functional theory data (the ωB97M-V functional and the def2-TZVPD basis) for C3H4O2Tl as an isolated structure at a distorted geometry.

Last column: Löwdin charge in e.
Geometry (Å):
C1 -1.33214 -0.54240 -0.28994  -0.105
C2 -0.67741 0.76932 -0.28465  -0.110
H1 -0.76706 1.39917 0.61021  0.127
H2 -0.84351 1.19708 -1.29267  0.137
C3 0.74566 0.02079 -0.43072  -0.224
O1 1.63536 0.04000 0.40288  -0.243
Tl1 4.15406 -0.23732 0.73097  1.095
H3 0.93376 -0.36586 -1.45020  0.135
O2 -2.03126 -0.71516 0.79764  0.058
H4 -1.81746 -1.56562 1.20649  0.131

M (g mol⁻¹): 276.45
F_max (eV/A): 1.85
Highest occupied orbital energy (spin up / spin down) (eV): -12.004 / -12.005
Energy (a.u.): -439.3066
Energy above the lowest of the compared OMol25 structures with the same formula, charge and spin (eV): 2.233
Net charge: +1

Density functional theory data (the ωB97M-V functional and the def2-TZVPD basis) for C26H36HoO8P as an isolated structure at a distorted geometry.

Last column: Löwdin charge in e.
Geometry (Å):
Ho1 -1.14186 0.16976 0.45276  1.679
C1 -3.85953 -1.79306 0.75692  -0.129
C2 -4.51219 -0.43962 0.89067  -0.133
O1 -3.50543 0.51319 1.24849  -0.222
C3 -4.06966 1.80771 1.47474  -0.133
C4 -2.95144 2.73035 1.89350  -0.131
O2 -1.92076 2.57482 0.91760  -0.252
C5 -0.96416 3.63783 0.90390  -0.122
C6 0.31432 3.08498 0.27718  -0.135
O3 0.00518 2.06651 -0.68779  -0.259
C7 -0.48832 2.54098 -1.95032  -0.118
C8 -1.96871 2.22030 -2.11303  -0.127
O4 -2.26126 0.86653 -1.73449  -0.217
C9 -2.24924 -0.10726 -2.78979  -0.123
C10 -0.93018 -0.86620 -2.81532  -0.120
O5 -0.56755 -1.30931 -1.50284  -0.274
C11 -0.87339 -2.66839 -1.17276  -0.134
C12 -2.34046 -2.84492 -0.78623  -0.123
O6 -2.76567 -1.63353 -0.15615  -0.255
H1 -4.58421 -2.50473 0.35897  0.152
H2 -3.47918 -2.14874 1.71698  0.144
H3 -5.28819 -0.47140 1.65800  0.151
H4 -4.96432 -0.14504 -0.06149  0.148
H5 -4.83104 1.75551 2.25527  0.151
H6 -4.53369 2.16616 0.55062  0.147
H7 -2.56568 2.46279 2.88041  0.148
H8 -3.31346 3.75982 1.90708  0.152
H9 -0.74827 3.97646 1.91860  0.151
H10 -1.37566 4.47212 0.32898  0.144
H11 0.92330 2.58700 1.02856  0.118
H12 0.90273 3.87928 -0.18205  0.147
H13 0.10467 2.05470 -2.72731  0.133
H14 -0.34591 3.61874 -2.03738  0.149
H15 -2.27101 2.40322 -3.14503  0.146
H16 -2.56686 2.84911 -1.45764  0.129
H17 -2.41963 0.37087 -3.75493  0.146
H18 -3.07856 -0.78436 -2.59033  0.131
H19 -0.12082 -0.21526 -3.14929  0.132
H20 -0.99582 -1.71004 -3.50408  0.150
H21 -0.23809 -2.89872 -0.31691  0.107
H22 -0.60739 -3.33055 -1.99693  0.149
H23 -2.42874 -3.68720 -0.09800  0.150
H24 -2.97513 -3.03552 -1.65560  0.143
O7 -0.27778 0.77331 2.28928  -0.086
C13 -0.04414 -0.47080 2.41296  -0.734
O8 -0.92331 -1.28932 1.99847  -0.094
C14 1.35821 -0.93107 2.55787  -0.140
P1 1.68425 -0.83607 0.68624  1.117
C15 2.74005 -2.30202 0.38768  -0.344
C16 2.37133 -3.55299 0.88388  -0.108
C17 3.14815 -4.66709 0.61070  -0.063
C18 4.28559 -4.55025 -0.17601  -0.054
C19 4.64249 -3.31291 -0.69093  -0.054
C20 3.87278 -2.19254 -0.41742  -0.075
C21 2.87905 0.53494 0.51398  -0.389
C22 2.94472 1.13835 -0.74393  -0.134
C23 3.86355 2.14418 -0.99826  -0.062
C24 4.71647 2.56540 0.01287  -0.052
C25 4.67272 1.95560 1.25885  -0.049
C26 3.76928 0.93331 1.50782  -0.067
H25 1.43706 -1.95157 2.91724  0.101
H26 1.98144 -0.24573 3.12048  0.093
H27 1.48444 -3.66544 1.49836  0.102
H28 2.86887 -5.63049 1.01662  0.115
H29 4.89211 -5.42105 -0.38419  0.117
H30 5.52904 -3.21310 -1.30308  0.117
H31 4.16942 -1.23074 -0.81378  0.100
H32 2.28585 0.78586 -1.52944  0.101
H33 3.92763 2.59626 -1.97997  0.114
H34 5.43007 3.35647 -0.17627  0.117
H35 5.35777 2.26704 2.03636  0.118
H36 3.78419 0.43754 2.47011  0.107

M (g mol⁻¹): 672.47
2S+1: 5
F_max (eV/A): 4.85
Highest occupied orbital energy (spin up / spin down) (eV): -13.805 / -13.804
Energy (a.u.): -2903.2726
Energy above the lowest of the compared OMol25 structures with the same formula, charge and spin (eV): 0.645
Net charge: +2

Density functional theory data (the ωB97M-V functional and the def2-TZVPD basis) for C49H40AsBr2F6N3NiO2P2 as an isolated structure.

Last column: Löwdin charge in e.
Geometry (Å):
Ni1 1.02236 0.45470 -0.79739  0.399
O1 -3.07904 0.75402 1.83004  -0.041
C1 -3.51952 -0.29080 1.05618  -0.283
C2 -4.58321 -1.06646 1.49085  0.009
C3 -5.04157 -2.10840 0.70415  -0.045
C4 -4.45693 -2.36748 -0.52583  -0.064
C5 -3.40719 -1.58054 -0.96432  -0.076
C6 -2.91233 -0.53279 -0.18887  -0.259
P1 -1.43855 0.36143 -0.79373  1.150
C7 -1.53048 2.08172 -0.20654  -0.353
C8 -2.61363 2.95275 -0.31681  -0.086
C9 -2.50685 4.25294 0.14504  -0.059
C10 -1.32995 4.69820 0.74140  -0.064
C11 -0.25676 3.83437 0.89362  -0.067
C12 -0.37974 2.53461 0.42362  -0.143
C13 -1.73278 0.43752 -2.59621  -0.372
C14 -1.21308 -0.61551 -3.34664  -0.125
C15 -1.35669 -0.64086 -4.72679  -0.059
C16 -2.02242 0.38987 -5.37121  -0.070
C17 -2.54617 1.44437 -4.63122  -0.080
C18 -2.40358 1.46722 -3.25234  -0.081
C19 -2.99481 0.57751 3.20867  -0.281
C20 -3.90352 1.22690 4.02732  -0.002
C21 -3.80317 1.06036 5.40051  -0.060
C22 -2.80403 0.25171 5.93516  -0.068
C23 -1.89609 -0.37190 5.09467  -0.070
C24 -1.96936 -0.21121 3.71119  -0.275
P2 -0.81768 -0.91192 2.47967  1.141
C25 -1.46972 -2.59741 2.24817  -0.371
C26 -1.12685 -3.19517 1.03503  -0.150
C27 -1.58145 -4.46706 0.71770  -0.081
C28 -2.40410 -5.14656 1.60416  -0.076
C29 -2.77345 -4.54916 2.80325  -0.072
C30 -2.31030 -3.28098 3.12140  -0.082
C31 0.67320 -1.17277 3.50656  -0.388
C32 1.03753 -2.37801 4.09496  -0.139
C33 2.20506 -2.47611 4.84335  -0.088
C34 3.01715 -1.36593 5.01647  -0.081
C35 2.66081 -0.15302 4.43852  -0.081
C36 1.50131 -0.06195 3.68659  -0.112
H1 -5.03408 -0.85628 2.45190  0.128
H2 -5.86580 -2.71530 1.05267  0.116
H3 -4.80995 -3.18139 -1.14189  0.112
H4 -2.95588 -1.79850 -1.92475  0.101
H5 -3.54758 2.60802 -0.74276  0.115
H6 -3.34978 4.92460 0.05502  0.111
H7 -1.26321 5.71364 1.10883  0.109
H8 0.64740 4.15831 1.39173  0.109
H9 0.42290 1.81021 0.59731  0.058
H10 -0.65974 -1.41097 -2.86257  0.098
H11 -0.92835 -1.45748 -5.29119  0.116
H12 -2.13240 0.37399 -6.44723  0.109
H13 -3.07883 2.24403 -5.12893  0.108
H14 -2.81140 2.29994 -2.69648  0.086
H15 -4.66782 1.85141 3.58478  0.126
H16 -4.50605 1.55863 6.05355  0.109
H17 -2.73095 0.11620 7.00458  0.107
H18 -1.09673 -0.97079 5.51623  0.110
H19 -0.50031 -2.65214 0.33618  0.077
H20 -1.30449 -4.91905 -0.22619  0.110
H21 -2.76624 -6.13560 1.35818  0.106
H22 -3.42588 -5.07096 3.49003  0.106
H23 -2.61513 -2.82105 4.05547  0.106
H24 0.40934 -3.24921 3.96544  0.097
H25 2.47634 -3.42064 5.29575  0.109
H26 3.92224 -1.44158 5.60423  0.105
H27 3.28630 0.71921 4.57894  0.103
H28 1.22543 0.88511 3.23293  0.100
C37 3.08055 3.35601 -1.06216  -0.013
C38 3.73102 2.03344 -0.81338  -0.264
C39 5.12819 1.92349 -0.94127  0.021
C40 5.77046 0.76332 -0.61941  0.017
C41 5.01676 -0.31394 -0.12481  -0.178
C42 5.55088 -1.57963 0.28862  -0.588
Br1 7.37681 -1.89396 0.17363  0.921
C43 4.74027 -2.59245 0.76393  -0.150
C44 3.36920 -2.42624 0.84903  -0.557
Br2 2.29714 -3.82739 1.38274  1.000
C45 2.76078 -1.18583 0.45014  -0.330
O2 1.52661 -0.94732 0.50642  -0.072
C46 3.64268 -0.13626 -0.04809  -0.141
N1 3.00770 0.99599 -0.41188  0.142
H29 3.49244 4.08606 -0.36302  0.100
H30 2.00458 3.31412 -0.93033  0.044
H31 3.30845 3.70995 -2.06861  0.096
H32 5.68557 2.78135 -1.29072  0.131
H33 6.84294 0.67412 -0.72325  0.098
H34 5.17865 -3.53872 1.04581  0.110
C47 0.16987 3.90914 -4.78268  -0.013
N2 0.95782 2.70089 -4.54841  -0.150
C48 1.74231 2.12974 -5.64712  0.000
C49 0.93691 2.13465 -3.38151  -0.184
N3 0.91301 1.64303 -2.33903  0.205
H35 0.82627 4.77119 -4.90485  0.095
H36 -0.50259 4.07193 -3.94347  0.094
H37 -0.42032 3.77047 -5.68819  0.094
H38 2.45441 2.87428 -6.00291  0.097
H39 1.06827 1.84826 -6.45603  0.099
H40 2.26675 1.24602 -5.29471  0.070
F1 1.61748 -1.04927 -2.25102  -0.283
As1 2.85705 -1.55859 -3.45159  0.767
F2 1.95135 -2.99938 -3.69211  -0.220
F3 3.72907 -2.28100 -2.12910  -0.211
F4 4.05859 -2.01341 -4.57858  -0.209
F5 3.67422 -0.04543 -3.11661  -0.236
F6 1.91602 -0.74916 -4.66759  -0.243

M (g mol⁻¹): 1172.24
2S+1: 2
F_max (eV/A): 0.98
Highest occupied orbital energy (spin up / spin down) (eV): -10.341 / -10.337
Energy (a.u.): -12379.9367
Net charge: +1